# 1
Computed, not measured: a structure of composition C24H51BN2NbO9P at a distorted geometry, with ωB97M-V/def2-TZVPD.

Geometry as XYZ:
```
89
Properties=species:S:1:pos:R:3:forces:R:3:mulliken_charge:R:1
C 5.517 0.690 -0.102 0.36 0.21 -0.17 -1.04
C 4.982 1.190 -1.468 -0.13 0.10 0.60 -0.25
O 3.916 0.430 -2.000 0.42 0.00 0.14 -0.09
C 4.298 -0.894 -2.315 -0.94 -0.16 -0.21 -0.76
C 3.140 -1.557 -3.155 1.30 0.45 0.08 -0.72
O 1.982 -0.783 -3.045 -0.28 -0.71 0.01 0.11
C 0.805 -1.527 -2.705 0.77 0.10 1.02 -1.23
Nb -0.836 -0.201 -1.815 -1.54 2.45 -1.39 -1.57
C -1.244 0.652 -3.884 0.72 -0.44 -0.40 -1.26
C -0.562 2.019 -4.095 -0.55 -0.49 0.08 -0.41
O 0.864 1.838 -4.198 -0.06 0.57 0.16 -0.16
C 1.537 3.008 -3.993 0.97 0.84 -0.65 0.45
O 1.998 3.654 -4.915 -0.55 -0.91 0.75 -0.64
C 1.746 3.451 -2.548 -0.43 0.11 -0.26 1.13
C 2.351 4.851 -2.408 -0.18 -0.01 0.70 -1.47
C -2.237 1.188 -0.704 0.41 0.33 0.59 -1.43
C -3.536 1.493 -1.400 0.33 -0.45 0.43 0.97
C -4.692 0.886 -0.932 0.09 -0.59 0.72 -0.27
C -5.917 1.138 -1.482 -1.21 -0.06 0.07 -0.63
C -6.060 2.023 -2.532 -0.29 -0.27 0.13 -0.50
C -4.920 2.616 -3.012 -0.60 0.74 -0.91 -0.90
C -3.692 2.365 -2.459 1.01 0.50 -0.34 0.11
B -0.302 -1.136 0.302 -0.26 -0.39 0.65 1.11
O -0.902 -2.348 0.728 0.77 0.03 0.21 -0.67
N 0.644 -0.524 1.298 -0.04 -0.04 -0.03 0.33
C 0.402 0.900 1.514 0.43 0.15 0.35 -0.97
C 2.008 -0.753 0.758 -0.78 -0.03 -0.06 -0.82
P -2.606 -2.106 -2.146 0.54 -1.43 -0.30 0.86
O -3.570 -2.145 -1.030 -0.49 0.34 -0.02 -0.62
O -3.367 -1.989 -3.607 0.20 -0.28 0.54 -0.59
O -1.904 -3.622 -2.203 -0.15 0.43 -0.31 -0.60
H 5.267 1.365 0.723 -0.11 -0.03 -0.19 0.36
H 5.144 -0.299 0.171 0.05 0.07 -0.16 0.21
H 6.610 0.652 -0.158 -0.14 -0.17 0.20 0.29
H 4.580 2.197 -1.318 0.04 -0.10 -0.26 0.01
H 5.809 1.257 -2.190 -0.14 -0.08 0.01 0.55
H 5.242 -0.875 -2.880 -0.09 -0.19 0.09 0.51
H 4.418 -1.495 -1.401 0.24 0.20 -0.07 0.31
H 3.500 -1.636 -4.193 -0.38 0.10 0.00 0.22
H 3.016 -2.581 -2.780 -0.22 0.11 -0.06 0.36
H 1.091 -2.273 -1.935 -0.07 -0.13 -0.37 0.43
H 0.453 -2.086 -3.595 -0.15 0.10 0.15 0.51
H 0.479 1.052 -1.595 0.24 -0.63 0.08 0.48
H -2.296 0.664 -4.189 0.09 0.21 0.13 0.66
H -0.734 -0.016 -4.605 -0.19 0.03 0.09 0.71
H -0.900 2.480 -5.033 0.02 0.14 0.21 0.38
H -0.778 2.676 -3.243 0.02 0.15 -0.25 0.10
H 0.767 3.458 -2.053 0.13 -0.25 -0.07 -0.10
H 2.335 2.684 -2.035 -0.11 -0.02 -0.14 -0.33
H 2.028 5.242 -1.433 0.17 -0.01 -0.10 0.40
H 1.979 5.557 -3.152 0.18 -0.24 -0.12 0.35
H 3.444 4.848 -2.385 -0.12 0.00 -0.34 0.30
H -2.484 0.724 0.263 0.07 0.07 -0.12 0.47
H -1.706 2.119 -0.452 -0.01 -0.13 -0.10 0.44
H -4.635 0.199 -0.093 0.12 -0.03 -0.16 0.19
H -6.806 0.663 -1.075 0.16 -0.06 0.02 0.36
H -7.033 2.241 -2.954 0.07 -0.04 -0.02 0.39
H -5.039 3.299 -3.849 0.32 0.03 0.09 0.38
H -2.835 2.891 -2.871 -0.01 -0.10 0.09 0.34
H -0.324 -3.084 0.487 -0.34 -0.19 -0.06 0.27
H -0.663 1.085 1.688 0.10 0.05 -0.26 0.47
H 0.781 1.511 0.678 -0.36 0.00 0.03 0.01
H 0.917 1.269 2.418 0.05 -0.24 -0.11 0.29
H 1.998 -1.728 0.248 0.32 0.11 0.13 0.31
H 2.221 0.008 -0.007 0.35 -0.17 0.12 -0.02
H 2.755 -0.772 1.559 0.00 0.12 -0.15 0.33
H -2.715 -2.158 -4.300 -0.14 0.11 -0.09 0.30
H -1.074 -3.583 -2.696 -0.02 -0.02 0.03 0.32
C -0.697 -0.859 4.646 -0.33 0.00 -0.20 -1.12
N -0.849 -2.257 5.192 0.08 0.19 0.13 0.17
C -0.521 -3.208 4.086 -0.10 -0.09 -0.03 -1.03
C -2.262 -2.472 5.616 0.12 0.02 -0.02 -0.96
C 0.112 -2.527 6.331 -0.03 0.29 -0.15 -0.50
C -0.069 -1.686 7.578 -0.12 0.35 0.16 -0.60
O 0.107 -0.308 7.283 -0.05 -0.12 -0.06 -0.48
H -1.205 -0.820 3.683 0.17 -0.13 -0.07 0.47
H -1.167 -0.157 5.323 0.18 -0.02 0.13 0.37
H 0.359 -0.645 4.518 -0.03 0.03 -0.06 0.42
H -1.210 -3.019 3.264 0.18 -0.01 -0.13 0.48
H -0.628 -4.229 4.449 0.00 0.03 0.04 0.37
H 0.502 -3.021 3.767 -0.06 0.04 -0.12 0.38
H -2.522 -1.740 6.375 -0.01 -0.01 -0.01 0.39
H -2.357 -3.482 6.010 -0.05 0.01 -0.02 0.35
H -2.902 -2.342 4.747 0.01 -0.02 0.01 0.39
H 1.108 -2.370 5.917 -0.01 -0.01 0.01 0.41
H -0.006 -3.580 6.586 0.04 0.00 0.03 0.39
H 0.690 -1.990 8.305 -0.06 -0.32 -0.07 0.40
H -1.054 -1.845 8.028 0.02 -0.17 0.01 0.37
H -0.083 0.195 8.081 0.09 0.06 -0.03 0.30
```
Positions in Å, forces in eV/Å.

- Energy: -58631.0572 eV
- Kohn-Sham gap: 5.63 eV
- 2S+1: 1
- F_max: 0.06249 Eh/bohr
- Energy above the lowest of the compared OMol25 structures with the same formula, charge and spin: 0.000 eV
- HOMO level: -6.384 eV


# 2
Computed, not measured: a structure of composition C24H51Cl6N5O8 at a distorted geometry, with ωB97M-V/def2-TZVPD.

Geometry as XYZ:
```
94
Properties=species:S:1:pos:R:3:forces:R:3:mulliken_charge:R:1
C 23.574 -5.587 -3.814 0.18 -0.10 -1.75 -0.37
C 22.831 -6.671 -4.633 1.94 -0.03 -1.39 -0.21
O 22.012 -7.260 -3.709 -2.18 -0.53 2.77 -0.37
C 21.730 -6.380 -2.693 3.50 -0.67 -1.02 0.72
O 21.010 -6.536 -1.754 3.98 -2.10 0.19 -0.38
O 22.615 -5.315 -2.844 1.48 -0.88 2.39 -0.31
H 23.894 -4.693 -4.348 -0.94 0.30 -0.28 0.30
H 24.559 -5.901 -3.467 -0.28 -0.78 0.80 0.33
H 23.527 -7.435 -4.978 0.07 0.01 -0.04 0.34
H 22.210 -6.425 -5.494 0.21 0.87 -0.03 0.09
C 16.591 -3.178 -2.575 -0.82 -2.25 -0.91 -1.17
C 16.794 -4.307 -3.571 -1.16 0.12 -0.96 0.64
O 17.825 -4.938 -3.674 -0.74 1.58 -1.14 -0.62
N 15.730 -4.677 -4.348 -1.12 0.20 1.04 -0.05
C 15.597 -5.694 -5.377 1.47 1.08 -1.39 -1.10
H 15.561 -3.368 -2.273 -0.26 0.77 0.23 0.42
H 16.733 -2.166 -2.952 0.12 -0.64 -0.11 0.45
H 17.166 -3.433 -1.685 0.15 0.43 -0.63 -0.19
H 14.860 -4.169 -4.276 0.35 0.25 0.44 0.31
H 14.635 -6.206 -5.401 0.21 0.08 0.35 0.32
H 16.447 -6.361 -5.522 -0.09 -0.31 1.02 0.31
H 15.745 -5.086 -6.270 -0.73 -0.31 -0.76 0.43
C 15.658 -3.938 1.228 -1.02 -1.24 2.57 -0.67
C 16.149 -5.344 0.970 -0.85 0.54 0.54 0.84
O 15.725 -5.866 -0.038 -0.07 -1.13 -0.94 -0.52
N 17.021 -5.857 1.851 -1.61 -0.12 -1.37 0.15
C 17.779 -7.058 1.667 -1.48 -1.19 -1.33 -0.94
H 15.137 -3.849 2.181 -0.49 -0.27 0.05 0.39
H 15.101 -3.394 0.466 -0.30 -0.85 -0.34 0.37
H 16.504 -3.275 1.411 -2.25 -4.89 4.87 -0.04
H 17.184 -5.368 2.720 -0.03 0.01 -0.35 0.33
H 17.091 -7.896 1.552 -0.11 -0.35 0.47 0.44
H 18.516 -7.266 2.443 -0.27 0.38 -0.09 0.22
H 18.233 -6.996 0.678 0.42 -0.39 0.32 0.18
C 17.372 -2.013 0.871 2.74 5.07 0.17 -0.15
C 17.035 -0.921 -0.057 -1.56 0.06 -1.37 -0.38
O 16.742 -1.322 -1.171 0.04 1.52 -0.34 -0.55
N 16.929 0.382 0.270 0.17 -0.33 1.69 -0.23
C 16.723 1.499 -0.639 0.84 -0.50 0.21 -0.91
H 17.360 -1.673 1.906 -0.18 -0.07 0.39 0.63
H 18.429 -2.182 0.667 -0.29 0.03 -0.29 0.36
H 16.658 -2.829 0.759 2.56 4.04 -4.79 -0.11
H 17.128 0.546 1.247 -0.02 0.49 -0.21 0.26
H 16.786 1.076 -1.642 -0.15 0.28 0.00 0.29
H 17.571 2.157 -0.448 -0.12 0.34 -0.42 0.34
H 15.799 2.056 -0.483 -0.09 -0.31 0.03 0.27
C 19.305 -3.495 2.606 -0.96 2.41 3.86 -0.29
C 18.439 -3.866 3.814 1.48 0.21 -2.49 0.51
O 17.890 -4.974 3.802 0.85 1.31 3.37 -0.77
N 18.376 -2.995 4.802 -1.14 -1.24 1.47 -0.17
C 17.577 -3.434 5.988 0.47 1.42 -0.49 -0.83
H 19.886 -4.396 2.409 0.46 2.77 2.76 0.03
H 19.890 -2.594 2.793 0.08 0.24 0.09 0.73
H 18.670 -3.320 1.738 0.67 -0.46 1.06 -0.38
H 18.850 -2.107 4.715 -0.19 -0.28 0.29 0.28
H 16.737 -4.054 5.675 0.12 0.29 -0.18 0.29
H 17.243 -2.479 6.395 -0.26 -0.41 0.60 0.33
H 18.159 -4.020 6.699 0.16 0.24 -0.04 0.27
C 24.008 0.541 -2.822 -0.61 0.19 0.58 -1.16
C 23.072 -0.420 -3.552 1.92 1.40 0.26 0.65
O 23.378 -0.753 -4.665 0.14 -1.06 -1.77 -0.62
N 21.995 -0.826 -2.915 -3.89 -2.01 0.72 0.00
C 20.981 -1.854 -3.426 3.12 3.75 -3.76 -0.98
H 24.792 0.919 -3.478 -0.27 -0.17 -0.04 0.30
H 24.459 0.092 -1.938 0.01 -0.19 -0.05 0.27
H 23.393 1.363 -2.454 0.15 0.31 0.05 0.33
H 21.616 -0.370 -2.097 0.80 0.29 0.02 0.22
H 20.620 -2.426 -2.571 0.14 3.74 -6.09 0.58
H 21.469 -2.585 -4.070 0.93 1.24 0.62 0.10
H 20.161 -1.457 -4.024 0.29 1.18 0.06 0.34
Cl 19.634 -5.206 1.093 1.46 -4.92 -6.84 -0.44
C 18.632 -4.693 -0.316 2.00 0.46 -0.68 2.80
C 19.570 -4.452 -1.571 -4.20 -0.19 6.46 1.08
Cl 20.553 -3.050 -1.429 -0.60 -3.37 12.55 -0.61
H 18.190 -3.744 -0.012 0.02 -0.73 -0.32 -1.09
H 17.878 -5.454 -0.516 0.76 0.52 0.48 -2.13
H 19.004 -4.471 -2.502 -2.01 1.38 2.44 -1.44
H 20.292 -5.256 -1.709 -0.96 1.13 2.60 0.23
Cl 18.657 -3.404 -7.121 0.01 0.21 -0.41 -0.24
C 19.292 -4.518 -5.926 0.42 -1.28 1.38 0.48
C 20.223 -3.819 -4.930 -0.35 -0.43 -2.02 -1.15
Cl 20.415 -4.679 -3.390 2.45 1.56 -12.22 1.03
H 19.851 -5.354 -6.346 0.02 0.25 -0.71 0.43
H 18.469 -5.001 -5.400 0.14 0.45 -0.35 -0.50
H 19.904 -2.813 -4.657 -0.84 -1.13 -0.67 -0.05
H 21.172 -3.668 -5.445 0.20 -0.11 0.04 0.62
Cl 18.922 -6.627 -2.519 -3.27 -5.99 0.02 0.18
C 17.194 -6.819 -2.216 -0.58 -1.25 0.64 0.51
C 16.864 -8.204 -1.555 0.19 1.14 -1.56 -0.69
Cl 15.062 -8.361 -1.481 0.39 -0.07 0.46 -0.24
H 16.558 -6.698 -3.093 0.36 -0.06 0.12 0.32
H 17.047 -6.012 -1.499 -1.10 -0.74 -0.89 -0.29
H 17.428 -8.288 -0.626 -0.74 -0.34 0.05 0.25
H 17.091 -9.006 -2.258 0.53 0.11 0.25 0.46
```
Positions in Å, forces in eV/Å.

- Energy: -124657.9537 eV
- Kohn-Sham gap: 7.69 eV
- 2S+1: 1
- F_max: 0.25292 Eh/bohr
- HOMO level: -7.625 eV


# 3
Computed, not measured: a cluster of 7 separate species, C24H51NO10P2 in total, with ωB97M-V/def2-TZVPD.

Geometry as XYZ:
```
88
Properties=species:S:1:pos:R:3:forces:R:3:mulliken_charge:R:1
C 4.777 4.575 -2.697 0.22 -0.02 0.11 -0.82
C 4.254 4.343 -4.094 0.22 -0.48 -0.33 0.63
O 4.819 3.609 -4.867 -0.27 0.34 0.32 -0.59
O 3.078 4.890 -4.459 0.10 0.18 -0.07 -0.28
C 2.511 5.981 -3.721 -0.27 0.16 0.32 -0.72
C 1.184 6.363 -4.375 0.03 -0.17 -0.10 -0.29
C 0.102 6.682 -3.344 0.12 0.56 0.00 -0.37
C -1.254 7.031 -3.995 0.46 -0.19 0.19 -0.94
P -2.590 5.755 -4.030 -0.03 0.54 -0.37 -0.03
O -2.950 5.648 -2.401 -0.16 -0.05 0.04 -0.51
P -1.752 3.708 -4.224 -0.10 -0.46 0.06 0.11
N -0.513 3.586 -3.012 -0.07 0.19 -0.18 -0.21
O -0.826 3.948 -5.578 0.24 -0.04 0.16 -0.46
H 5.865 4.485 -2.731 -0.21 0.00 0.01 0.30
H 4.498 5.524 -2.245 0.01 -0.05 -0.07 0.35
H 4.397 3.762 -2.067 0.00 0.14 -0.07 0.21
H 2.324 5.682 -2.680 0.04 -0.10 -0.18 0.37
H 3.213 6.822 -3.703 -0.05 -0.12 -0.06 0.39
H 1.312 7.219 -5.051 0.04 -0.14 0.11 0.42
H 0.872 5.521 -4.997 -0.04 0.09 0.11 0.10
H 0.437 7.550 -2.754 -0.06 -0.13 -0.07 0.38
H 0.001 5.851 -2.650 -0.01 0.01 -0.04 0.19
H -1.099 7.374 -5.025 -0.09 -0.07 0.08 0.46
H -1.699 7.876 -3.454 -0.17 -0.15 -0.16 0.41
H -3.860 5.952 -2.297 0.16 -0.14 0.17 0.32
H -0.981 3.462 -2.117 0.08 0.00 0.05 0.20
H 0.040 2.743 -3.166 -0.06 -0.09 0.19 0.10
H -0.097 3.309 -5.586 -0.12 0.12 -0.22 0.31
C 0.337 -0.508 -0.307 0.04 0.03 -0.30 -1.02
C 0.631 0.801 -0.985 0.00 -0.06 0.05 0.78
C 0.736 2.019 -0.097 0.03 0.06 -0.15 -1.11
O 0.779 0.879 -2.186 -0.02 0.08 -0.06 -0.53
H 0.290 -1.299 -1.052 -0.01 -0.01 0.03 0.29
H 1.112 -0.742 0.422 -0.06 0.01 0.11 0.29
H -0.613 -0.455 0.225 0.04 0.00 0.11 0.33
H 1.529 1.872 0.638 -0.05 -0.03 0.06 0.40
H -0.200 2.167 0.444 0.02 -0.03 0.07 0.34
H 0.957 2.901 -0.695 0.01 0.00 0.00 0.15
C -0.725 -4.680 2.533 -0.18 0.08 0.00 -0.93
C 0.298 -3.689 2.049 0.01 -0.06 -0.06 0.92
C 1.598 -4.261 1.548 0.03 0.13 -0.04 -1.19
O 0.084 -2.496 2.051 0.00 -0.03 0.02 -0.46
H -1.625 -4.159 2.852 0.02 0.01 0.02 0.30
H -0.969 -5.370 1.723 0.08 -0.05 0.02 0.04
H -0.325 -5.260 3.366 0.03 -0.04 -0.04 0.37
H 1.400 -4.940 0.716 -0.02 -0.06 0.04 0.32
H 2.086 -4.829 2.342 -0.02 -0.07 -0.02 0.36
H 2.255 -3.460 1.218 0.00 0.00 0.01 0.29
C -2.757 -6.264 -1.732 0.09 0.10 0.05 -1.12
C -1.633 -7.007 -1.054 -0.06 -0.02 -0.08 0.86
C -1.752 -8.510 -0.991 0.13 0.03 0.07 -1.15
O -0.681 -6.426 -0.585 0.05 0.05 0.11 -0.53
H -2.555 -5.196 -1.716 0.00 0.00 0.00 0.28
H -2.854 -6.597 -2.766 -0.05 -0.04 0.01 0.36
H -3.700 -6.465 -1.221 -0.02 -0.05 -0.05 0.32
H -1.816 -8.921 -2.000 -0.07 -0.01 0.00 0.34
H -2.660 -8.790 -0.454 -0.04 -0.01 -0.06 0.33
H -0.886 -8.926 -0.484 0.00 0.00 0.00 0.29
C -0.649 0.243 6.598 0.01 -0.09 0.10 -0.94
C 0.141 -0.913 6.033 -0.02 0.01 -0.03 0.76
C 0.648 -0.765 4.623 0.10 -0.06 0.14 -1.01
O 0.351 -1.912 6.683 -0.02 0.02 0.01 -0.53
H -0.960 0.016 7.616 0.00 0.00 0.00 0.15
H -0.039 1.148 6.598 -0.03 0.03 -0.06 0.32
H -1.531 0.429 5.982 0.03 0.05 -0.04 0.32
H 1.306 0.103 4.553 -0.07 0.05 -0.03 0.39
H -0.186 -0.627 3.935 0.01 0.05 -0.04 0.31
H 1.195 -1.657 4.336 0.00 -0.01 -0.03 0.19
C -0.938 -2.162 11.161 -0.09 -0.06 0.09 -0.98
C -0.835 -3.579 10.642 0.02 0.05 -0.02 0.83
C 0.099 -3.797 9.480 -0.09 -0.21 0.06 -0.83
O -1.475 -4.478 11.135 -0.01 -0.02 0.01 -0.56
H -1.639 -2.126 11.992 0.00 0.00 0.00 0.30
H 0.040 -1.814 11.495 0.02 0.04 -0.06 0.32
H -1.281 -1.499 10.365 0.07 0.02 -0.02 0.20
H 1.114 -3.504 9.757 0.00 0.08 -0.05 0.30
H -0.205 -3.188 8.629 0.09 0.08 0.00 0.14
H 0.091 -4.847 9.198 0.01 0.00 0.01 0.30
C -1.732 -0.506 -7.369 -0.04 -0.14 -0.02 -1.09
C -0.990 -1.201 -6.253 -0.01 0.08 0.00 0.77
C -0.184 -0.319 -5.330 0.03 -0.16 0.07 -0.78
O -1.041 -2.399 -6.104 -0.01 -0.03 0.00 -0.56
H -2.275 -1.239 -7.961 0.00 0.00 0.00 0.31
H -2.433 0.221 -6.955 0.05 0.06 -0.01 0.30
H -1.029 0.030 -8.009 -0.01 0.06 0.03 0.32
H -0.842 0.405 -4.844 0.03 0.07 -0.05 0.12
H 0.576 0.220 -5.900 -0.05 0.08 0.00 0.38
H 0.302 -0.923 -4.569 0.00 0.03 0.02 0.26
```
Positions in Å, forces in eV/Å.

- Energy: -66258.5792 eV
- Kohn-Sham gap: 8.20 eV
- 2S+1: 1
- F_max: 0.01265 Eh/bohr
- Energy above the lowest of the compared OMol25 structures with the same formula, charge and spin: 0.166 eV
- HOMO level: -7.873 eV